No. 1
Here is a molecular structure, C20H37BrN11O4PPt from the Open Molecules 2025 dataset. Energies are from ωB97M-V/def2-TZVPD.

Computed properties:
HOMO level in eV: -14.24
Energy in hartree: -4721.78177
Energy relative to the best compared isomer or geometry (same formula, charge and spin) in kJ/mol: 69.3
Total charge: +2

Each line ends with the Löwdin charge.
Cartesian coordinates (Å):
1 Pt 0.307 -1.040 -0.728  1.16
2 N -3.072 1.890 1.971  0.16
3 C -2.880 2.218 0.518  -0.16
4 P -1.065 2.487 0.248  0.45
5 O -0.547 2.710 1.628  -0.32
6 O -0.379 1.496 -0.669  -0.39
7 C -1.036 4.025 -0.794  -0.15
8 N 0.114 3.896 -1.751  0.15
9 H -3.913 2.315 2.358  0.17
10 H -2.226 2.243 2.464  0.13
11 H -3.127 0.871 2.121  0.13
12 H -3.411 3.145 0.303  0.11
13 H -3.297 1.431 -0.104  0.08
14 H -0.920 4.923 -0.191  0.12
15 H -1.943 4.100 -1.393  0.11
16 H 0.963 4.331 -1.391  0.17
17 H -0.076 4.295 -2.671  0.14
18 H 0.284 2.877 -1.855  0.09
19 Br 1.096 2.529 -4.958  0.79
20 C -0.592 1.744 -4.616  -0.66
21 C -1.714 2.114 -5.350  -0.16
22 N -2.921 1.633 -5.079  0.10
23 C -3.059 0.798 -4.053  -0.05
24 C -1.992 0.365 -3.274  -0.12
25 C -0.724 0.825 -3.595  -0.10
26 C -2.217 -0.479 -2.059  -0.57
27 O -3.193 -0.295 -1.355  0.06
28 O -1.337 -1.426 -1.822  -0.22
29 H -1.631 2.807 -6.180  0.12
30 H -4.065 0.459 -3.836  0.13
31 H 0.155 0.493 -3.053  0.08
32 C 2.294 0.324 1.112  -0.16
33 N 2.197 -0.607 -0.079  -0.24
34 C 2.856 0.113 -1.236  -0.18
35 N 4.215 0.473 -0.943  -0.07
36 C 4.240 1.341 0.238  -0.14
37 N 3.660 0.668 1.402  -0.07
38 C 4.428 -0.555 1.666  -0.13
39 N 4.413 -1.450 0.506  -0.07
40 C 3.058 -1.822 0.209  -0.15
41 C 4.982 -0.744 -0.645  -0.13
42 H 1.853 -0.184 1.967  0.11
43 H 1.705 1.213 0.888  0.11
44 H 2.262 1.011 -1.432  0.11
45 H 2.818 -0.552 -2.103  0.14
46 H 3.674 2.252 0.031  0.13
47 H 5.271 1.612 0.457  0.14
48 H 4.003 -1.071 2.529  0.14
49 H 5.458 -0.285 1.894  0.14
50 H 2.621 -2.343 1.054  0.10
51 H 3.022 -2.464 -0.672  0.14
52 H 4.975 -1.401 -1.516  0.14
53 H 6.011 -0.467 -0.423  0.14
54 C -1.495 -3.166 0.440  -0.12
55 N -2.338 -3.539 1.546  -0.07
56 C -1.516 -4.033 2.648  -0.13
57 N -0.602 -2.982 3.109  -0.07
58 C 0.259 -2.590 2.023  -0.15
59 N -0.536 -2.053 0.862  -0.17
60 C -1.381 -0.924 1.391  -0.22
61 N -2.240 -1.311 2.491  -0.08
62 C -3.123 -2.401 2.004  -0.13
63 C -1.387 -1.845 3.574  -0.13
64 H -2.077 -2.804 -0.399  0.11
65 H -0.887 -4.015 0.130  0.14
66 H -0.938 -4.894 2.313  0.14
67 H -2.154 -4.339 3.476  0.14
68 H 0.822 -3.455 1.673  0.14
69 H 0.943 -1.818 2.366  0.10
70 H -2.003 -0.582 0.563  0.09
71 H -0.701 -0.134 1.722  0.11
72 H -3.733 -2.022 1.182  0.14
73 H -3.772 -2.715 2.820  0.14
74 H -2.022 -2.165 4.399  0.14
75 H -0.720 -1.056 3.927  0.14


No. 2
Here is 6 unconnected molecules or ions with the total composition C20H37N11O9S in a non-equilibrium geometry from the Open Molecules 2025 dataset. Energies are from ωB97M-V/def2-TZVPD.

Computed properties:
HOMO level in eV: -8.80
Structure (SMILES): CC(=O)OCC[C@](Cc1ccccc1C)(N=C=S)OC=O.NC(N)=O.NC(N)=O.NC(N)=O.NC(N)=O.NC(N)=O
Energy in hartree: -2462.18871

Each line ends with the Löwdin charge.
Cartesian coordinates (Å):
1 C -1.438 5.425 2.543  0.02
2 C -2.526 5.070 1.583  -0.53
3 O -3.690 5.103 1.848  0.12
4 O -2.071 4.695 0.353  -0.02
5 C -2.760 3.581 -0.237  -0.14
6 C -1.836 2.444 -0.653  -0.07
7 C -1.277 1.583 0.472  -0.39
8 C -0.196 2.197 1.367  -0.04
9 C 1.229 1.966 0.916  -0.16
10 C 1.934 0.912 1.519  -0.04
11 C 3.253 0.615 1.192  -0.07
12 C 3.905 1.389 0.226  -0.07
13 C 3.226 2.443 -0.375  -0.04
14 C 1.895 2.750 -0.045  -0.20
15 C 1.264 3.933 -0.733  -0.03
16 N -0.786 0.276 -0.001  0.13
17 C -0.333 0.098 -1.101  -0.73
18 S 0.171 -0.227 -2.538  0.84
19 O -2.436 1.309 1.308  0.00
20 C -2.800 0.012 1.462  -0.33
21 O -3.801 -0.423 0.991  0.11
22 H -0.524 5.665 2.003  0.09
23 H -1.737 6.246 3.182  0.09
24 H -1.206 4.533 3.127  0.07
25 H -3.568 3.232 0.394  0.12
26 H -3.223 3.945 -1.155  0.13
27 H -2.466 1.808 -1.278  0.13
28 H -1.046 2.824 -1.296  0.11
29 H -0.301 1.710 2.333  0.11
30 H -0.366 3.252 1.537  0.10
31 H 1.431 0.323 2.275  0.10
32 H 3.775 -0.192 1.684  0.10
33 H 4.933 1.172 -0.029  0.10
34 H 3.740 3.056 -1.104  0.11
35 H 0.859 3.613 -1.697  0.08
36 H 0.438 4.366 -0.176  0.06
37 H 2.005 4.695 -0.956  0.08
38 H -2.156 -0.596 2.103  0.15
39 N 2.791 -3.882 -5.669  0.15
40 C 2.489 -2.957 -4.704  -0.69
41 N 1.187 -2.983 -4.306  0.15
42 O 3.319 -2.186 -4.247  0.00
43 H 2.107 -4.522 -6.032  0.07
44 H 3.735 -3.911 -6.001  0.09
45 H 0.906 -2.334 -3.594  -0.01
46 H 0.526 -3.623 -4.711  0.05
47 N 0.855 1.234 5.241  0.16
48 C 0.317 2.475 5.366  -0.67
49 N -0.331 2.735 6.545  0.15
50 O 0.407 3.315 4.480  0.01
51 H 0.808 0.533 5.952  0.09
52 H 1.356 1.021 4.401  0.06
53 H -0.733 3.646 6.658  0.10
54 H -0.417 2.066 7.286  0.09
55 N -0.608 -7.046 -6.954  0.15
56 C -1.005 -6.122 -6.026  -0.66
57 N -2.327 -6.106 -5.735  0.17
58 O -0.202 -5.361 -5.498  0.01
59 H -1.239 -7.682 -7.402  0.09
60 H 0.366 -7.081 -7.185  0.10
61 H -2.663 -5.432 -5.065  0.10
62 H -2.987 -6.725 -6.165  0.10
63 N 3.040 -2.866 5.095  0.16
64 C 3.555 -1.604 5.016  -0.66
65 N 4.912 -1.512 5.114  0.16
66 O 2.849 -0.618 4.866  0.01
67 H 3.602 -3.687 5.215  0.09
68 H 2.046 -2.964 5.019  0.10
69 H 5.314 -0.595 5.057  0.11
70 H 5.514 -2.303 5.235  0.09
71 N -3.204 -1.686 -3.017  0.16
72 C -3.944 -2.726 -2.538  -0.68
73 N -4.553 -2.507 -1.337  0.16
74 O -4.051 -3.786 -3.138  0.00
75 H -3.098 -0.815 -2.533  0.07
76 H -2.732 -1.816 -3.892  0.10
77 H -5.100 -3.256 -0.958  0.10
78 H -4.472 -1.650 -0.819  0.06


no.,orbital gap (eV)
1,7.5
2,9.0